Entry 1:
Molecular formula: C51H69BIrN12STe
Method: DFT, wB97M-V/def2-TZVPD

XYZ file:
```
136
Properties=species:S:1:pos:R:3
Ir -0.3526 -0.4317 0.0729
C 1.5812 -4.7295 1.0629
C 0.1193 -4.3364 0.7986
C -0.5976 -3.9067 2.0738
C -0.0317 -3.5464 -0.5039
C 0.0916 -4.2693 -1.6861
C -0.1566 -3.4217 -2.7447
C 0.0025 -3.8452 -4.1861
C -1.0208 -3.4063 -5.2293
C 1.4268 -3.4849 -4.6332
N -0.4262 -2.2132 -2.2226
N -0.3145 -2.2635 -0.8553
B -1.0394 -0.9389 -2.8353
N -0.0047 0.2010 -2.7097
N 0.8482 0.2436 -1.6189
C 1.9614 0.8959 -2.0576
C 1.7221 1.3778 -3.3417
C 0.4835 0.9312 -3.7246
C -0.1499 1.2434 -5.0550
C 0.3922 0.3293 -6.1577
C -1.6761 1.3238 -5.0695
C 3.4069 0.9864 -1.5814
C 3.8061 0.3078 -0.2976
C 3.9907 2.4050 -1.6638
N -2.3130 -0.5388 -2.0453
N -2.0859 0.3867 -1.0665
C -3.2894 0.8864 -0.7228
C -4.2801 0.2235 -1.4356
C -3.6306 -0.6792 -2.2655
C -4.3014 -1.6655 -3.1838
C -3.9086 -3.1021 -2.8255
C -4.1327 -1.3720 -4.6738
C -3.5292 2.1096 0.1210
C -2.5429 3.2221 -0.2235
C -3.6855 1.8295 1.6151
H 1.6002 -5.5081 1.8263
H 2.1832 -3.8944 1.4122
H 2.0463 -5.1328 0.1635
H -0.3695 -5.2717 0.5089
H -0.2789 -2.9367 2.4421
H -0.3676 -4.6431 2.8452
H -1.6805 -3.9063 1.9460
H 0.3080 -5.3227 -1.7538
H -0.0703 -4.9343 -4.1332
H -0.9638 -2.3460 -5.4567
H -2.0416 -3.6461 -4.9333
H -0.8121 -3.9469 -6.1529
H 1.5550 -2.3994 -4.6547
H 1.6132 -3.8679 -5.6365
H 2.1749 -3.9024 -3.9596
H -1.2966 -1.1220 -3.9699
H 2.4082 1.9364 -3.9545
H 0.2208 2.2502 -5.2664
H 0.1760 -0.7167 -5.9404
H 1.4720 0.4333 -6.2648
H -0.0708 0.5788 -7.1127
H -2.1278 0.3558 -5.2615
H -1.9939 1.9928 -5.8693
H -2.0762 1.7096 -4.1287
H 3.9139 0.4293 -2.3763
H 3.3308 0.7627 0.5670
H 4.8843 0.4105 -0.1742
H 3.5659 -0.7515 -0.3040
H 3.6057 3.0643 -0.8892
H 3.8057 2.8801 -2.6244
H 5.0707 2.3491 -1.5259
H -5.3396 0.4205 -1.4099
H -5.3643 -1.5517 -2.9568
H -2.8264 -3.2403 -2.8277
H -4.3376 -3.8011 -3.5438
H -4.2854 -3.3805 -1.8381
H -3.1107 -1.5457 -5.0036
H -4.4034 -0.3423 -4.9065
H -4.7830 -2.0321 -5.2479
H -4.5018 2.4789 -0.2151
H -1.5096 2.9912 0.0340
H -2.8102 4.1502 0.2831
H -2.5410 3.4081 -1.2976
H -2.7587 1.5008 2.0860
H -4.4134 1.0350 1.7827
H -4.0381 2.7217 2.1358
S 1.4279 -1.4113 1.2505
C 2.4127 -0.5526 2.4541
N 3.5661 -1.2740 2.5553
N 4.4934 -0.9685 3.4380
C 4.8553 0.2435 4.1070
C 4.9578 1.4563 3.4395
C 5.3890 2.5759 4.1290
C 5.7271 2.4878 5.4742
C 5.6453 1.2681 6.1265
C 5.2144 0.1404 5.4429
N 2.2263 0.4732 3.2340
N 0.9528 0.9870 3.4518
C 0.1575 0.2888 4.4257
C 0.4354 -1.0236 4.7932
C -0.3787 -1.6648 5.7173
C -1.4722 -1.0166 6.2725
C -1.7301 0.3025 5.9240
C -0.9108 0.9589 5.0189
H 5.1223 -1.7449 3.5891
H 4.7207 1.5131 2.3935
H 5.4828 3.5213 3.6099
H 6.0701 3.3650 6.0056
H 5.9191 1.1886 7.1695
H 5.1440 -0.8148 5.9484
H 1.2755 -1.5498 4.3674
H -0.1526 -2.6846 5.9998
H -2.1008 -1.5236 6.9916
H -2.5548 0.8355 6.3786
H -1.1048 1.9991 4.7954
C -0.7012 3.4958 2.6989
Te 0.0115 1.6754 1.8042
C 1.5613 2.9159 1.0996
C 0.9698 4.3051 1.0485
C 1.5060 5.3011 0.2423
C 0.9280 6.5618 0.2233
C -0.1927 6.8314 0.9962
C -0.7423 5.8377 1.7911
C -0.1546 4.5797 1.8205
H -0.2073 3.4401 3.6702
H -1.7826 3.4910 2.8051
H 1.8583 2.5406 0.1289
H 2.3753 2.7923 1.8202
H 2.3710 5.0976 -0.3743
H 1.3485 7.3335 -0.4070
H -0.6452 7.8132 0.9731
H -1.6215 6.0428 2.3894
N -3.7246 -2.2837 1.6174
C -3.3524 -1.7601 2.8307
C -2.1901 -1.1000 2.6058
N -1.8536 -1.2212 1.2748
C -2.8026 -1.9481 0.7081
H -4.5443 -2.8386 1.4319
H -3.9210 -1.9079 3.7309
H -1.5651 -0.6075 3.3253
H -2.8443 -2.2317 -0.3290
```

## Properties
LUMO (alpha / beta): -6.06 / -6.06 eV
charge: +2
frontier orbital gap (alpha / beta): 5.860 / 6.544 eV
spin multiplicity: 2


Entry 2:
Molecular formula: C4H5O5S
Method: DFT, wB97M-V/def2-TZVPD

XYZ file:
```
15
Properties=species:S:1:pos:R:3
C 0.2792 -0.6856 -2.1612
C -0.7389 -0.3995 -1.4058
C -1.5648 0.8763 -1.4725
C -0.4984 0.3196 1.6743
O -2.5562 0.7923 -2.2172
O -1.0582 1.7854 -0.8017
O -2.0334 -1.6738 0.7301
O -0.0502 -2.7649 -0.3646
O 0.1830 -0.7157 1.0035
S -0.7850 -1.5550 0.0157
H 0.9284 -1.4405 -1.8385
H 0.6486 0.0025 -2.9175
H -1.5495 0.1799 1.6250
H -0.4374 1.3182 1.3687
H 0.0466 0.4409 2.6453
```

## Properties
energy above the lowest of the compared OMol25 structures with the same formula, charge and spin: 149.7 kJ/mol
LUMO: 3.57 eV
structure (SMILES): C=C(C(=O)[O-])S(=O)(=O)OC
charge: -1
frontier orbital gap: 8.579 eV


Entry 3:
Molecular formula: C5H4N2NiO4S
Method: DFT, wB97M-V/def2-TZVPD

XYZ file:
```
17
Properties=species:S:1:pos:R:3
O 0.5369 -2.9297 -2.0013
C 0.8240 -1.8056 -2.0919
Ni 0.7971 0.0164 -1.9266
O -4.9665 -0.0507 -3.5446
C -4.2018 -0.0372 -2.6840
C 2.4246 0.0238 -2.5432
O 3.5300 0.0361 -2.8677
C 0.7809 1.8140 -2.0904
O 0.4859 2.9372 -2.0040
N 0.1904 1.1528 2.9577
C -0.0636 -0.0007 2.2590
N 0.1932 -1.1521 2.9620
S -0.5551 -0.0038 0.6496
H 0.0666 1.1086 3.9679
H -0.0546 2.0283 2.4931
H -0.0507 -2.0301 2.4959
H 0.0627 -1.1071 3.9685
```

## Properties
energy above the lowest of the compared OMol25 structures with the same formula, charge and spin: 0.0 kJ/mol
LUMO (alpha / beta): -9.02 / -12.08 eV
charge: +2
frontier orbital gap (alpha / beta): 8.644 / 6.057 eV
spin multiplicity: 3


Entry 4:
Molecular formula: C2H9NP3
Method: DFT, wB97M-V/def2-TZVPD

XYZ file:
```
15
Properties=species:S:1:pos:R:3
C -0.9960 1.3196 -1.4818
C -0.9021 -0.2735 1.3598
N 0.7811 -0.9530 -0.6140
P 0.4907 -2.4970 -0.6224
P 1.4941 1.1982 0.7189
P -0.1848 0.2973 -0.1021
H -1.6469 0.6876 -1.9772
H -0.2099 1.6015 -2.1440
H -1.6491 2.1334 -1.1766
H -0.0932 -1.0463 1.7676
H -1.8758 -0.7838 1.1006
H -1.1273 0.5411 2.1079
H 1.7953 -2.9573 -0.0800
H 2.1650 0.6899 -0.3133
H 1.9589 0.0424 1.4566
```

## Properties
energy above the lowest of the compared OMol25 structures with the same formula, charge and spin: 123.2 kJ/mol
LUMO: -5.66 eV
structure (SMILES): CP(C)(P)=[N+]=P
charge: +1
frontier orbital gap: 7.246 eV


Entry 5:
Molecular formula: C26H31N9O2S3SiTa
Method: DFT, wB97M-V/def2-TZVPD

XYZ file:
```
73
Properties=species:S:1:pos:R:3
Ta 0.0988 0.1128 0.5649
C -0.8500 0.4482 5.0588
C -0.6172 0.0029 3.6545
N 0.1494 0.6334 2.8349
N 0.7135 1.8121 3.2524
C 1.4222 2.5465 2.3828
N 1.9278 3.6921 2.7781
S 1.7365 1.9654 0.7869
C -1.2875 -1.1773 3.0781
C -2.0963 -2.0088 3.8188
C -2.6491 -3.1391 3.2170
C -2.3436 -3.4113 1.9017
C -1.5357 -2.5239 1.2038
N -1.0422 -1.4141 1.7631
H -1.5852 1.2603 5.0752
H -1.2335 -0.3478 5.6868
H 0.0767 0.7922 5.5207
H 0.3987 2.2116 4.1261
H 1.8583 4.0362 3.7260
H 2.4578 4.2532 2.1261
H -2.3046 -1.8033 4.8572
H -3.2923 -3.7965 3.7873
H -2.7244 -4.2912 1.4025
H -1.2862 -2.6800 0.1644
C 6.0512 -2.8701 -1.9688
Si 4.6287 -1.6988 -2.1232
C 3.4805 -2.1927 -3.4988
C 5.1842 0.0683 -2.2543
C 3.6281 -1.8539 -0.4727
C 4.0640 -2.6592 0.5857
C 3.3513 -2.7844 1.7784
C 2.1792 -2.0848 1.9178
N 1.7360 -1.2999 0.9221
C 2.4320 -1.1965 -0.2309
S 1.5404 -0.1397 -1.3486
H 6.6231 -2.8483 -2.8997
H 5.7281 -3.9026 -1.8179
H 6.7373 -2.5939 -1.1652
H 4.0580 -2.3151 -4.4183
H 2.7086 -1.4476 -3.7013
H 2.9980 -3.1494 -3.2863
H 5.7615 0.1859 -3.1754
H 5.8349 0.3485 -1.4236
H 4.3535 0.7746 -2.3017
H 4.9931 -3.2064 0.4760
H 3.7039 -3.4147 2.5824
H 1.5750 -2.1326 2.8149
N -4.3706 5.9868 -2.7365
C -3.9259 4.9168 -2.0704
C -4.8380 4.0050 -1.4882
C -4.3865 2.9116 -0.8064
C -2.9987 2.7103 -0.6758
C -2.0709 3.5981 -1.2587
C -2.5306 4.6847 -1.9412
S -2.4626 1.3398 0.1200
O -3.5139 0.5968 0.7389
O -1.2918 1.6970 1.0565
N -1.4635 0.3888 -0.7654
C -1.9785 -0.5441 -1.7097
N -3.0088 -0.1842 -2.4380
C -3.4012 -1.0730 -3.3531
C -2.7433 -2.2819 -3.5312
C -1.6859 -2.5509 -2.6815
N -1.3041 -1.6826 -1.7359
H -5.3551 6.1643 -2.8398
H -3.7368 6.6407 -3.1626
H -5.9014 4.1781 -1.5881
H -5.0796 2.2087 -0.3664
H -1.0058 3.4257 -1.1648
H -1.8338 5.3800 -2.3910
H -4.2646 -0.8030 -3.9485
H -3.0510 -2.9891 -4.2871
H -1.1394 -3.4851 -2.7341
```

## Properties
energy above the lowest of the compared OMol25 structures with the same formula, charge and spin: 0.0 kJ/mol
LUMO: -9.56 eV
charge: +3
frontier orbital gap: 5.636 eV


Entry 6:
Molecular formula: C64H130CuFeN4O22
Method: DFT, wB97M-V/def2-TZVPD

XYZ file:
```
222
Properties=species:S:1:pos:R:3
Cu 2.2780 4.2964 1.3103
Fe 0.9032 2.4461 3.4874
C -0.5842 5.0143 6.4919
C 0.7853 4.4027 6.1132
O 0.5756 3.1041 5.6718
H -0.5463 5.9616 7.0296
H -1.3168 4.5541 7.1549
H -1.0665 5.3229 5.5643
H 1.3475 4.4460 7.0460
H 1.2954 5.1923 5.5615
C -1.2182 6.3868 2.7605
C -0.4035 5.4900 1.9626
O 0.2041 4.4168 2.6301
H -1.6359 7.1974 2.1634
H -0.6726 6.8339 3.5914
H -2.0067 5.8531 3.2912
H 0.3186 6.1166 1.4391
H -0.9977 5.0697 1.1512
C 5.3721 3.0204 3.2756
C 4.1644 3.8008 3.7215
O 2.9247 3.1656 3.4032
H 6.2586 3.2165 3.8787
H 5.4854 3.1214 2.1963
H 5.2603 1.9395 3.3611
H 4.0634 4.6575 3.0551
H 4.1768 4.3934 4.6363
C 1.0145 -0.4131 0.2985
C 0.5400 1.0438 0.4725
O 1.1374 1.7601 1.4968
H 2.0671 -0.6927 0.2548
H 0.6374 -0.7618 -0.6629
H 0.5329 -0.9844 1.0922
H -0.5487 1.0477 0.5256
H 0.7799 1.6498 -0.4012
C 1.9702 -1.9329 4.9570
C 1.5724 -0.7430 4.0523
O 1.1969 0.5159 4.6461
H 2.4451 -2.7411 4.4008
H 1.0822 -2.3358 5.4440
H 2.5856 -1.5675 5.7791
H 0.7505 -1.1026 3.4332
H 2.3640 -0.4864 3.3484
C -2.7404 1.9035 1.6706
C -2.6479 2.0787 3.1907
O -1.3172 1.8185 3.6569
H -3.8147 2.0821 1.6235
H -2.4882 0.8869 1.3687
H -2.1812 2.6372 1.0900
H -3.3579 1.3313 3.5447
H -3.0734 2.9911 3.6085
C 0.7812 3.0693 -4.8931
C 0.8972 1.7704 -4.0486
C -0.4391 1.1760 -3.6528
O -0.1543 -0.2044 -3.8457
C 0.9051 -0.3990 -4.6178
O 1.2724 -1.4367 -5.0985
O 1.4731 0.8654 -4.8837
H 0.2537 2.9968 -5.8441
H 1.6745 3.5851 -5.2453
H 0.1977 3.8312 -4.3762
H 1.5251 1.8751 -3.1638
H -1.1638 1.5888 -4.3546
H -0.6244 1.3983 -2.6019
C 4.0638 -0.4065 -1.7718
C 4.8594 -1.2862 -2.7800
C 4.4428 -1.2986 -4.2254
O 5.4796 -0.6097 -4.8947
C 6.4878 -0.4240 -4.0737
O 7.5364 0.2275 -4.3000
O 6.1462 -0.7560 -2.8554
H 3.6919 0.5525 -2.1324
H 4.7912 -0.0606 -1.0374
H 3.2763 -0.9487 -1.2482
H 4.7538 -2.2944 -2.3794
H 3.5062 -0.8844 -4.5987
H 4.2342 -2.3062 -4.5849
C -2.1366 -5.1564 2.0702
C -1.6650 -3.7070 2.1787
C -2.5183 -2.5113 1.7517
O -2.5099 -1.6223 2.7551
C -1.8557 -2.1138 3.7916
O -1.8753 -1.5947 4.8561
O -1.3268 -3.3195 3.5115
H -2.7341 -5.2748 2.9741
H -1.4912 -5.9489 2.4489
H -2.6246 -5.4305 1.1349
H -0.7636 -3.4556 1.6198
H -3.5504 -2.7462 1.4914
H -1.9421 -2.0549 0.9468
C 4.5172 -2.6734 2.4007
C 4.9223 -1.7367 1.3170
C 4.8413 -0.1740 1.6664
O 6.1250 0.3605 1.3387
C 6.9356 -0.6277 1.0338
O 8.1124 -0.4665 0.7729
O 6.2488 -1.7778 1.0158
H 4.6874 -3.6896 2.0450
H 3.4550 -2.8120 2.6023
H 5.1034 -2.6746 3.3196
H 4.4809 -1.8555 0.3275
H 4.6732 -0.1999 2.7431
H 4.0755 0.4124 1.1586
C -6.7106 1.4356 -1.8026
C -6.9363 2.1746 -0.4379
C -5.9931 3.4527 -0.4650
C -6.2221 4.4302 0.5689
C -7.6952 4.8974 0.4358
C -8.7941 3.7474 0.3766
N -8.3459 2.6422 -0.5097
O -9.2904 1.6557 -0.7215
C -9.1711 3.4304 1.9429
C -10.1597 4.4354 -0.1527
C -6.4868 1.2371 0.7204
H -7.0653 0.4066 -1.7427
H -5.6919 1.4691 -2.1890
H -7.2512 1.9745 -2.5807
H -4.9461 3.1844 -0.3238
H -6.1015 3.7156 -1.5172
H -5.7129 5.3894 0.4747
H -5.8459 3.8619 1.4196
H -7.8661 5.7145 -0.2651
H -7.9624 5.3941 1.3685
H -8.2399 3.0464 2.3594
H -9.6069 4.1776 2.6060
H -9.8603 2.5860 1.9442
H -9.9259 5.0659 -1.0106
H -10.8510 3.7385 -0.6265
H -10.7773 5.0521 0.5003
H -7.1925 0.4526 0.9933
H -6.3054 1.7904 1.6419
H -5.5084 0.8861 0.3921
H -9.2709 1.3155 0.1760
C 2.7093 -9.2772 1.2086
C 2.3211 -8.5616 -0.0644
C 0.8623 -8.4229 0.0846
C 0.3822 -7.5081 1.2030
C 0.8492 -6.0649 0.6861
C 2.4038 -6.0512 0.5901
N 2.8673 -7.2136 -0.2712
O 4.2664 -7.2930 -0.1464
C 2.7751 -4.7577 -0.2194
C 3.0666 -5.8412 1.9786
C 2.5779 -9.3418 -1.3453
H 3.7389 -9.6313 1.1584
H 2.1487 -10.1674 1.4938
H 2.7836 -8.6376 2.0881
H 0.2931 -8.3294 -0.8403
H 0.4268 -9.3446 0.4705
H 0.7308 -7.8250 2.1859
H -0.6945 -7.6475 1.3006
H 0.5688 -5.5268 1.5916
H 0.3067 -5.5532 -0.1088
H 2.3458 -4.6335 -1.2135
H 2.3870 -3.8703 0.2806
H 3.8329 -4.5056 -0.2949
H 2.6871 -4.9583 2.4930
H 2.6420 -6.6064 2.6285
H 4.1529 -5.8155 1.8927
H 2.5027 -8.7137 -2.2329
H 1.9997 -10.2592 -1.4554
H 3.6402 -9.5793 -1.4025
H 4.5308 -7.2898 -1.0692
C 3.8055 5.0024 -3.0572
C 4.1806 4.8860 -1.5182
C 5.6415 5.3600 -1.1363
C 5.8007 6.8766 -0.9922
C 4.8453 7.3485 0.1415
C 3.4381 7.1089 -0.2839
N 3.2542 5.6103 -0.5424
O 1.9085 5.2261 -0.7655
C 2.5648 7.4794 0.9673
C 2.9818 8.1777 -1.3207
C 4.0797 3.4234 -1.1104
H 2.8668 4.5243 -3.3373
H 4.6133 4.5244 -3.6113
H 3.7357 6.0336 -3.4035
H 5.9675 4.9871 -0.1653
H 6.4010 5.0317 -1.8458
H 5.5276 7.4308 -1.8902
H 6.8566 7.0637 -0.7971
H 5.0181 8.4242 0.1734
H 5.0753 6.8307 1.0727
H 2.7850 6.7053 1.7023
H 2.8895 8.4761 1.2659
H 1.4946 7.6454 0.8438
H 3.6435 9.0439 -1.3225
H 3.0730 7.7492 -2.3189
H 1.9259 8.4174 -1.1958
H 4.5928 3.1152 -0.1994
H 4.4540 2.7886 -1.9135
H 3.0393 3.0990 -1.1286
H 1.8186 5.6305 -1.6315
C -4.9217 -3.6646 -2.1170
C -4.0368 -3.3235 -3.3224
C -2.6340 -2.7614 -2.9135
C -1.8569 -3.7579 -2.1490
C -1.4204 -4.8510 -3.2007
C -2.7195 -5.4964 -3.8190
N -3.8579 -4.5517 -4.0773
O -4.9151 -4.9703 -4.8533
C -2.2336 -6.0948 -5.1873
C -3.2680 -6.6673 -3.0007
C -4.5228 -2.1412 -4.2293
H -4.7491 -2.9225 -1.3376
H -4.6182 -4.6380 -1.7318
H -5.9557 -3.7384 -2.4541
H -2.0257 -2.2820 -3.6805
H -2.9557 -1.9986 -2.2044
H -2.4271 -4.3158 -1.4062
H -1.1258 -3.2878 -1.4912
H -0.8239 -5.6731 -2.8052
H -0.7234 -4.3735 -3.8894
H -3.1134 -6.5777 -5.6125
H -1.6847 -5.4859 -5.9057
H -1.5381 -6.8838 -4.9014
H -3.9823 -6.4097 -2.2187
H -3.8821 -7.4177 -3.4988
H -2.3635 -7.0593 -2.5355
H -4.0841 -2.3883 -5.1960
H -4.2467 -1.1841 -3.7868
H -5.5631 -2.4252 -4.3887
H -4.8722 -4.3859 -5.6137
```

## Properties
LUMO (alpha / beta): 2.85 / 2.85 eV
charge: -2
frontier orbital gap (alpha / beta): 4.022 / 3.710 eV
spin multiplicity: 6


Entry 7:
Molecular formula: C5H11NO2
Method: DFT, wB97M-V/def2-TZVPD

XYZ file:
```
19
Properties=species:S:1:pos:R:3
C -0.1774 1.8906 -0.6211
C -0.0017 0.4717 -0.1523
C 0.1807 -0.6362 -0.9296
N 0.2545 -1.7422 -0.1347
C -0.0479 -1.4187 1.1516
C -0.1204 -0.0420 1.2117
H 0.0446 1.9078 -1.6947
H -1.2232 2.1761 -0.5433
H 0.5901 2.5251 -0.1847
H 0.4293 -0.7688 -1.9718
H 0.2349 -2.6872 -0.4866
H 0.0307 -2.1292 1.9564
H -0.3478 0.5982 2.0495
H -3.4519 -0.0134 -0.4848
H -2.2079 -0.2884 0.4049
O -2.8279 -0.6928 -0.2220
H 2.2802 0.3288 0.7057
H 3.1739 0.3598 -0.4933
O 3.1871 0.1610 0.4392
```

## Properties
energy above the lowest of the compared OMol25 structures with the same formula, charge and spin: 102.9 kJ/mol
LUMO: 0.77 eV
structure (SMILES): Cc1cc[nH]c1.O.O
charge: 0
frontier orbital gap: 9.417 eV


Number 1: DFT total energy -93519.12144 eV. Number 2: DFT total energy -25301.48236 eV. Number 3: DFT total energy -68278.11486 eV. Number 4: DFT total energy -31566.87875 eV. Number 5: DFT total energy -86886.78140 eV. Number 6: DFT total energy -198490.85047 eV. Number 7: DFT total energy -10948.20030 eV.